Entry from the Open Molecules 2025 dataset: a molecular structure, C20H43OP3SeTc (ωB97M-V/def2-TZVPD).

Geometry as XYZ:
```
69
C20H43OP3SeTc (ωB97M-V/def2-TZVPD)
Tc -0.1415 0.2303 -0.8669
Se -1.5697 -4.6126 -1.1126
P 0.4501 -0.1251 1.3102
P 0.8079 2.2698 -0.8409
P -2.1314 0.9249 -0.2150
O 1.0996 -0.9597 -1.6995
C -0.0190 -1.8024 1.8481
C 3.4043 -1.5149 -1.3326
C -3.2277 1.2982 -1.6196
C -0.0324 0.8534 2.7969
C -5.1885 -2.5588 -1.6129
C 2.0376 -1.7989 -1.7973
C -3.6140 -1.6869 -3.2298
C 2.2444 -0.2158 1.7013
C -1.4435 0.1133 -4.7698
C -2.8294 -3.1598 -1.4692
C 1.1365 3.2223 0.6735
C 0.0114 3.5376 -1.8518
C -2.4294 2.4142 0.8251
C -4.1523 -3.2329 -0.9626
C -3.0731 -0.3917 0.6293
C 1.7764 -3.0948 -2.4324
C -4.9341 -1.8378 -2.7905
C -0.9902 0.7300 -3.6766
C -2.5820 -2.3743 -2.5972
C 2.4939 2.2784 -1.5207
H -3.5147 2.5814 0.9016
H 0.4789 -2.5645 1.2438
H 3.8170 -2.4007 -0.8341
H 0.7639 4.3200 -2.0122
H -4.2628 1.4451 -1.2902
H 2.0603 -3.0695 -3.4977
H 2.8299 3.3287 -1.5384
H -3.4148 -1.0447 -4.0986
H -3.1871 0.4370 -2.2984
H 2.3936 -3.8790 -1.9732
H 2.3639 -0.1627 2.7889
H -1.9651 3.2935 0.3557
H -2.1299 0.5784 -5.5057
H 2.6686 -1.1622 1.3508
H 3.4567 -0.6692 -0.6452
H 0.5621 0.4804 3.6371
H -2.8696 2.1881 -2.1513
H -2.8594 -1.3662 0.1730
H -4.3441 -3.9139 -0.1322
H 0.2862 -1.9211 2.8956
H 1.7641 2.6361 1.3553
H -5.7412 -1.3916 -3.3707
H -0.2930 3.1275 -2.8144
H -0.8635 3.9563 -1.3403
H 0.2093 3.5164 1.1726
H -1.1077 -0.9006 -5.0085
H 4.0693 -1.2936 -2.1767
H -1.0895 0.7316 3.0358
H 1.6899 4.1157 0.3612
H 2.4882 1.8577 -2.5350
H -1.6105 -2.4404 -3.1010
H -6.2118 -2.6510 -1.2171
H -2.8262 -0.4303 1.6974
H -1.1345 1.8012 -3.5133
H 0.7235 -3.3946 -2.3614
H 0.1819 1.9174 2.6798
H 3.1488 1.6852 -0.8700
H -1.0973 -1.9594 1.7623
H -0.4611 0.1091 -2.9211
H -4.1477 -0.1990 0.5053
H -2.0055 2.2626 1.8281
H -0.7998 -4.6365 0.1759
H 2.7993 0.6134 1.2485
```

Results
- Spin multiplicity: 4
- Molar mass: 569.45 g mol⁻¹
- Lowest unoccupied orbital energy (alpha / beta): -13.119 / -15.587 eV
- Charge: +4
- Energy relative to the best compared isomer or geometry (same formula, charge and spin): 27.3 kcal/mol
- Calculated total energy: -118852.088 eV
- Kohn-Sham gap (alpha / beta): 8.06 / 5.51 eV
- Strongest force on any atom: 5.42 eV/A
- HOMO (alpha / beta): -21.178 / -21.097 eV

Here are the natural (NBO) charges for atoms 1 to 5, given in e:
1 Tc 0.38
2 Se 0.77
3 P 1.15
4 P 1.20
5 P 1.05


Entry from the Open Molecules 2025 dataset: a molecular structure, C20H44AsN6O4Si2Tc (ωB97M-V/def2-TZVPD).

Geometry as XYZ:
```
78
C20H44AsN6O4Si2Tc (ωB97M-V/def2-TZVPD)
Tc -1.3281 -0.0859 0.2790
As -0.9659 1.3128 -1.6853
Si 0.0431 3.4800 -1.3969
Si 0.4212 0.3082 -3.3395
O -5.3602 -0.4974 0.4487
O -1.2470 1.5021 1.5029
O 0.7990 -0.8096 0.3312
O -2.5322 2.8643 2.7265
N -0.4590 -2.5558 2.0316
N -3.2296 0.3585 0.3791
N -2.2360 -1.7545 -0.8770
N 2.4576 0.3577 1.3933
N -1.4211 -1.6064 2.0187
N 2.9244 -1.5403 0.1366
C -2.3884 2.0810 1.8243
C -1.6652 -2.9329 3.8028
C 2.2629 0.1932 -2.8990
C -2.1656 -1.8201 3.1015
C 2.0185 -0.6496 0.6181
C -3.3429 -0.9790 3.4560
C -3.5977 -1.9223 -0.2995
C -0.7194 4.3959 0.0536
C -0.2597 -1.4511 -3.5888
C 4.1754 -1.8633 0.8133
C -0.5693 -3.3749 3.0955
C -4.1773 -0.5999 0.2154
C 0.3839 -4.4948 3.3269
C 2.5114 -2.4960 -0.8827
C -3.5502 1.6659 0.9016
C 1.5379 1.0743 2.2675
C 1.9052 3.2797 -1.1248
C 3.7613 0.9878 1.2200
C -0.3197 4.3512 -3.0309
C 0.1680 1.2152 -4.9781
H 4.1195 -1.6102 1.8704
H 4.4450 0.7444 2.0349
H -2.3288 -1.4937 -1.8533
H 0.2889 0.5231 -5.8135
H -1.7638 -2.6531 -0.8704
H -4.2701 -1.4203 3.0853
H -2.0602 -3.3429 4.7166
H 0.8828 2.0278 -5.1171
H 1.6587 -2.1073 -1.4266
H 5.0338 -1.3624 0.3649
H -0.6165 3.8366 0.9834
H 2.3569 4.2332 -0.8426
H -3.5735 2.4053 0.0900
H 0.6670 0.4663 2.4840
H 2.7133 -0.7025 -3.3311
H -3.4262 -0.8911 4.5371
H 1.1939 2.0071 1.8187
H 0.3565 -2.0068 -4.2985
H 2.4037 0.1597 -1.8165
H -1.2733 -1.4141 -3.9966
H -3.5432 -2.5942 0.5568
H -4.2926 -2.3485 -1.0212
H 3.3332 -2.6547 -1.5806
H 0.2682 -5.2693 2.5673
H -0.2247 5.3603 0.1875
H -1.3883 4.3176 -3.2511
H 2.0533 1.2979 3.2016
H 2.8136 1.0540 -3.2805
H 2.4096 2.9228 -2.0239
H -0.0177 5.3993 -2.9898
H 0.2069 -4.9434 4.3004
H 0.2603 -2.5206 1.3260
H 0.2090 3.8799 -3.8609
H 2.2496 -3.4616 -0.4375
H 4.2036 0.6963 0.2719
H 3.6211 2.0688 1.2091
H 1.4140 -4.1366 3.2916
H -3.2484 0.0182 3.0340
H 4.3407 -2.9370 0.7334
H -0.8373 1.6362 -5.0320
H -1.7821 4.5897 -0.1061
H -4.5049 1.6901 1.4213
H -0.2812 -2.0217 -2.6568
H 2.0941 2.5638 -0.3211
```

Results
- Spin multiplicity: 2
- Molar mass: 661.70 g mol⁻¹
- Lowest unoccupied orbital energy (alpha / beta): -4.148 / -4.508 eV
- Charge: +1
- Energy relative to the best compared isomer or geometry (same formula, charge and spin): 0.0 kcal/mol
- Calculated total energy: -117375.449 eV
- Kohn-Sham gap (alpha / beta): 6.74 / 6.09 eV
- Strongest force on any atom: 1.45 eV/A
- HOMO (alpha / beta): -10.885 / -10.594 eV

Here are the Mulliken charges for atoms 1 to 5, given in e:
1 Tc -0.53
2 As 0.24
3 Si 0.30
4 Si 0.76
5 O -0.64


Entry from the Open Molecules 2025 dataset: a molecular structure, C20H44BFGaN2O3 (ωB97M-V/def2-TZVPD).

Geometry as XYZ:
```
72
C20H44BFGaN2O3 (ωB97M-V/def2-TZVPD)
Ga -0.4249 4.0555 1.2682
F 0.5787 1.4846 1.9264
O 2.9374 3.8842 2.9651
O -0.6190 4.9403 -1.7423
O -1.1629 6.6431 -0.1827
N -3.7408 -1.6388 1.2614
N 3.5640 -3.1456 -1.8734
C 2.2484 -3.0125 0.3179
C -4.3979 -0.7107 0.3625
C 0.8217 4.8961 2.6935
C 0.0847 2.1348 0.7806
C 4.4090 -5.4017 -1.2706
C -3.7411 -3.6531 -0.3208
C -1.3772 -1.4192 0.2912
C -1.7713 4.2392 -2.1892
C -3.3220 3.8615 2.7629
C 4.3204 -0.8351 -1.0489
C -5.9117 -0.8623 0.3349
C 2.1914 2.8985 -0.4641
C -4.0483 -3.0401 1.0542
C -2.2386 3.9172 2.2082
C -2.3374 -1.3205 1.4815
C 2.2275 4.7002 2.4198
C 1.0137 1.9481 -0.3920
C 4.6820 -3.9073 -1.3562
C 2.3005 -3.3342 -1.1808
C 3.9056 -1.7679 -2.1936
B -0.7592 5.3205 -0.3880
H -1.1305 -2.4549 0.0529
H 4.1159 -5.8017 -2.2425
H 4.7767 0.0669 -1.4613
H -1.7730 -0.9373 -0.6037
H 5.0537 -1.2951 -0.3857
H 2.6807 5.3337 1.6294
H 1.9877 -4.3730 -1.3193
H -1.9610 -1.9493 2.2930
H -2.6845 -3.8882 -0.4361
H -5.1121 -3.1882 1.2610
H 0.5374 5.9391 2.7720
H 5.3128 -5.9214 -0.9485
H -3.5357 -3.6204 1.8259
H 3.6263 -5.6358 -0.5483
H -6.2235 -1.8254 -0.0738
H 1.5367 -2.7483 -1.6979
H 2.9574 2.6762 0.2653
H 0.4673 1.9524 -1.3223
H -1.5815 3.1700 -2.1174
H -2.6534 4.4345 -1.5862
H 4.7231 -1.7967 -2.9223
H -4.1690 0.3018 0.7033
H 1.3641 -3.4755 0.7611
H 1.4337 0.9412 -0.3079
H 2.1703 -1.9421 0.4985
H 1.9106 3.9395 -0.3673
H 2.6603 2.7990 -1.4385
H 3.4677 -0.5121 -0.4544
H -4.0178 -0.7829 -0.6696
H -4.0391 -2.9969 -1.1394
H -1.9547 4.4610 -3.2260
H 3.0627 -1.3197 -2.7262
H 0.5914 4.3873 3.6195
H -6.3324 -0.7568 1.3359
H -4.1298 4.0960 3.3817
H 5.5285 -3.7600 -2.0329
H 5.0122 -3.5532 -0.3666
H -2.0171 6.8181 -0.5867
H 3.1181 -3.3931 0.8558
H -2.2906 -0.2988 1.8688
H -6.3450 -0.0865 -0.2979
H -0.4398 -0.9168 0.5399
H -0.8443 1.6280 0.5256
H -4.2927 -4.5898 -0.4368
```

Results
- Molar mass: 460.12 g mol⁻¹
- Lowest unoccupied orbital energy: 2.572 eV
- Charge: -1
- Calculated total energy: -86346.263 eV
- Kohn-Sham gap: 7.34 eV
- Strongest force on any atom: 1.34 eV/A
- HOMO: -4.773 eV

Here are the Mulliken charges for atoms 1 to 5, given in e:
1 Ga -0.80
2 F -0.40
3 O -0.58
4 O -0.42
5 O -0.58


What is the strongest force on any atom in the third record?
1.34 eV/A